A molecular structure, C16H31AlCaClF7KNO8P. Source: the Open Molecules 2025 dataset; level of theory: ωB97M-V/def2-TZVPD.

XYZ file:
```
68
Properties=species:S:1:pos:R:3:forces:R:3
C 1.160269 -0.946255 6.008396 0.4 1.6 -0.1
C 1.587709 0.057422 4.855665 0.7 -1.5 0.2
C 0.915837 1.247721 4.528540 0.4 0.0 -0.4
C -0.280211 1.892059 5.081067 -0.4 0.1 -0.6
C -1.400347 0.922404 5.370991 -0.1 1.0 -0.9
C -2.192411 0.458480 4.133389 -0.1 -0.5 0.6
C -2.115057 -1.059496 3.896268 -0.2 0.3 -0.8
O -1.804212 -1.379806 2.553946 0.3 -0.6 0.4
C 1.642042 1.845995 3.512869 0.2 -0.9 0.4
O 1.416685 2.856084 2.860931 0.2 1.5 -1.7
O 2.834256 1.097286 3.264804 -0.6 0.1 -0.5
C 2.730479 -0.010000 3.929740 -1.0 -0.5 1.6
O 3.591674 -0.948064 3.720382 1.3 0.2 1.4
H 0.174725 -1.521806 5.807132 1.3 0.8 -0.9
H 0.971554 -0.312356 6.906774 -0.1 -0.2 -0.3
H 2.012384 -1.609017 6.296673 -1.1 1.1 0.8
H -0.626677 2.593573 4.321234 0.0 0.2 0.0
H -0.042404 2.520873 5.940395 0.2 -0.2 0.2
H -2.075207 1.438824 6.031633 -0.1 0.0 0.2
H -1.077393 0.043594 5.901410 0.2 0.1 0.2
H -1.932650 0.971486 3.208720 0.2 0.1 0.0
H -3.236303 0.680647 4.329506 -0.1 0.2 -0.1
H -3.074038 -1.532533 4.071383 -0.1 -0.1 0.2
H -1.400621 -1.544513 4.603748 0.1 0.0 0.0
H -0.884220 -1.157965 2.387599 -0.1 0.3 -0.3
Ca -0.310695 -2.425099 7.626905 -2.6 1.2 0.5
F 1.005160 2.411721 1.252370 0.1 0.0 1.5
Cl -3.032111 -0.481067 7.112808 0.9 -2.3 1.4
O -2.040138 3.313550 0.946714 -1.8 0.2 -1.1
H -1.360772 3.353383 1.641294 -0.5 0.9 0.2
K 2.525003 -2.822617 4.823944 0.5 -2.2 -2.1
C -4.013290 5.489564 0.738380 1.0 3.2 0.6
O -5.086811 5.642358 1.366268 0.1 -1.1 -0.4
H -3.630317 4.291251 0.580811 1.9 -1.5 0.6
H -3.947535 5.836985 -0.322630 -0.6 -1.3 -0.4
H -3.094551 5.881549 1.211033 0.0 -0.5 0.5
Al 5.571526 -0.744771 5.223116 -0.7 0.3 -1.1
F -0.597168 3.291461 -2.232182 -0.6 0.2 0.1
P -1.700120 2.067951 -2.374130 -0.3 0.2 -0.1
F -2.823067 1.619627 -1.244188 0.7 -0.2 0.4
F -1.525034 2.275586 -4.012346 0.5 0.2 0.3
F -0.573358 1.392523 -1.342836 -0.1 -0.6 -0.4
F -1.881841 0.500119 -2.931679 -0.6 0.1 0.4
F -2.830756 3.284423 -2.513529 0.1 -0.1 -0.5
C 1.039075 -3.146648 -8.021942 -0.1 0.0 0.1
O 0.746699 -3.701868 -6.752322 0.1 0.1 -0.2
C 1.885099 -4.144951 -6.033561 -0.2 -0.2 0.2
C 2.121931 -3.279329 -4.812607 0.0 0.1 -0.2
N 2.566156 -1.945514 -5.185745 -0.4 -0.1 0.1
C 2.594161 -0.982589 -4.104322 0.2 0.1 -0.2
C 1.243219 -0.606103 -3.449498 0.1 0.2 0.5
O 0.388425 0.089456 -4.288368 0.3 -0.1 -0.3
C -0.430273 -0.694404 -5.120540 -0.2 0.3 -0.2
H 0.092685 -2.980326 -8.531683 0.0 0.0 0.0
H 1.558626 -2.186361 -7.934323 0.1 0.0 -0.1
H 1.641654 -3.833553 -8.623040 0.1 0.0 0.0
H 2.774143 -4.183698 -6.669585 0.0 0.1 0.0
H 1.672853 -5.163767 -5.696136 0.0 0.0 0.0
H 2.885578 -3.745981 -4.182514 0.0 0.0 0.0
H 1.182405 -3.243423 -4.244279 0.0 -0.1 0.1
H 1.958901 -1.590777 -5.915818 0.1 0.0 -0.1
H 3.028630 -0.064520 -4.503676 -0.1 0.1 0.1
H 3.272559 -1.343862 -3.324398 -0.1 -0.1 0.1
H 1.469828 0.076841 -2.624958 0.0 0.0 0.0
H 0.740080 -1.473113 -3.002088 0.0 -0.1 -0.2
H -0.692180 -1.649469 -4.659714 0.1 0.0 0.0
H 0.052300 -0.861473 -6.094480 0.0 -0.1 0.0
H -1.342545 -0.127698 -5.297721 0.0 0.0 0.1
```
Positions in Å, forces in eV/Å.

The calculation puts the HOMO energy at -0.326 hartree. The calculation puts the molar mass at 670.99 g mol⁻¹. The value obtained for the max |F| is 3.45 eV/Å. Its net charge is +1.

Atomic partial charges in e from the Löwdin method, atoms 1 to 4: -0.255 -0.095 -0.086 -0.100

A molecular structure, C16H31BeF3P2. Source: the Open Molecules 2025 dataset; level of theory: ωB97M-V/def2-TZVPD.

XYZ file:
```
53
Properties=species:S:1:pos:R:3:forces:R:3
P 0.126444 -1.484387 -2.537338 -0.2 -0.3 -1.0
P 0.042336 1.634408 -2.439219 0.1 0.4 -0.9
C -0.246589 -0.584193 -4.153930 0.2 -0.3 0.4
C 0.296810 0.842762 -4.130298 -0.2 0.2 0.4
H -1.343145 -0.608594 -4.296034 0.5 0.1 0.0
H 0.247077 -1.157572 -4.959591 -0.5 0.1 0.2
H 1.380778 0.880132 -4.349334 -0.5 -0.1 0.0
H -0.253472 1.464804 -4.859701 0.5 -0.2 0.1
C -1.565588 2.443339 -2.859031 0.1 0.0 0.1
H -1.795473 3.172479 -2.070054 -0.2 -0.2 -0.3
H -2.356414 1.680037 -2.907682 0.1 0.3 0.0
H -1.462729 2.951136 -3.835241 -0.2 -0.1 0.4
C 1.150715 3.065838 -2.750444 -0.2 0.2 0.0
H 0.872419 3.544992 -3.707601 0.3 0.0 0.4
H 2.185068 2.694641 -2.792436 -0.3 0.3 0.0
H 1.034639 3.770064 -1.915089 0.2 0.0 -0.3
C -0.993528 -2.901005 -2.867530 0.2 -0.2 -0.1
H -0.813122 -3.657879 -2.092135 -0.2 0.0 -0.3
H -0.784660 -3.312796 -3.872277 -0.3 0.0 0.4
H -2.029863 -2.539002 -2.807193 0.2 -0.3 0.0
C 1.705007 -2.244088 -3.129215 -0.1 0.0 0.1
H 2.482075 -1.467212 -3.182107 -0.1 -0.3 0.0
H 1.534606 -2.686244 -4.127782 0.3 0.1 0.4
H 1.996870 -3.020295 -2.409446 0.2 0.2 -0.3
Be -0.023196 -0.615415 4.210338 0.2 1.5 1.2
C 0.632700 1.678020 2.025840 -0.5 0.5 0.1
C -0.695397 1.602818 1.931254 0.2 0.8 0.8
C -1.470419 0.709436 1.045309 -0.9 -0.4 -1.0
C -1.848673 -0.721129 1.544025 -0.9 1.3 0.1
C -0.845586 -1.447571 2.368109 1.6 -1.0 -1.3
C 0.516482 -1.407962 2.127729 -1.8 -1.0 0.1
C 1.147679 -0.658232 1.015249 1.2 0.7 -1.0
C 1.601915 0.800289 1.334120 1.0 -0.7 -0.5
C 0.154342 -1.840208 5.333375 0.3 -0.6 -0.5
H 1.081319 2.444268 2.670186 -0.3 -0.3 -0.2
H -1.292086 2.297418 2.545308 0.4 -0.4 -0.3
H -1.005368 0.618715 0.048981 -0.1 0.1 0.5
H -2.438882 1.213668 0.870517 0.3 -0.2 -0.1
H -2.759910 -0.647798 2.163375 0.2 0.0 -0.2
H -2.182295 -1.237066 0.619823 0.5 -0.4 0.6
H -1.295194 -2.281718 2.924808 0.6 0.5 0.4
H 1.165094 -2.170539 2.590223 -0.5 0.6 0.3
H 0.581588 -0.635528 0.062434 -0.1 -0.2 0.8
H 2.085867 -1.196316 0.748561 -0.5 0.2 0.2
H 2.514303 0.741916 1.953227 -0.3 0.1 -0.2
H 1.925772 1.219686 0.357040 -0.2 0.0 0.5
H 0.920036 -1.593856 6.071497 0.0 0.0 0.0
H 0.427948 -2.780240 4.843760 0.0 -0.3 0.3
H -0.780657 -1.977721 5.874879 -0.1 -0.1 0.1
F -0.605880 0.871921 6.361242 0.4 0.1 -0.1
C 0.075165 1.027840 5.180914 -0.1 -0.7 -1.0
F -0.399376 2.219900 4.692721 0.2 0.0 0.3
F 1.402442 1.284044 5.535881 -0.8 0.0 -0.1
```
Positions in Å, forces in eV/Å.

The calculation puts the HOMO energy at -0.304 hartree. The calculation puts the molar mass at 351.38 g mol⁻¹. The value obtained for the energy above the lowest of the compared OMol25 structures with the same formula, charge and spin is 0.0 kcal per mole. The value obtained for the max |F| is 2.28 eV/Å.

Atomic partial charges in e from the natural (NBO) method, atoms 1 to 4: 0.787 0.788 -0.695 -0.700

A molecular structure, C16H31BeNP2S. Source: the Open Molecules 2025 dataset; level of theory: ωB97M-V/def2-TZVPD.

XYZ file:
```
52
Properties=species:S:1:pos:R:3:forces:R:3
P 1.338958 -0.783699 -1.553317 0.3 -0.6 0.1
P 0.116780 -1.849677 0.976460 -0.1 -0.7 0.7
C 1.999840 -2.398786 -0.959937 0.6 0.2 -1.0
C 0.963025 -3.093929 -0.113998 -0.5 0.2 0.2
H 2.913280 -2.183505 -0.401520 0.0 -0.1 0.1
H 2.295412 -2.986928 -1.831148 0.1 -0.3 0.2
H 0.190459 -3.558814 -0.730197 0.0 0.0 -0.1
H 1.401558 -3.880244 0.505748 -0.1 0.0 0.0
C 1.212983 -2.010988 2.445408 0.0 0.2 0.1
H 0.734866 -1.526580 3.304884 0.2 0.0 -0.2
H 2.177666 -1.526729 2.258565 -0.1 -0.1 0.1
H 1.376005 -3.073229 2.673868 0.0 0.3 -0.1
C -1.295739 -2.842977 1.553384 -0.2 -0.1 0.1
H -0.967076 -3.840142 1.865251 -0.1 0.1 0.0
H -2.027642 -2.936576 0.746613 0.0 0.0 0.1
H -1.771332 -2.337710 2.399529 0.0 -0.1 -0.1
C 2.845344 0.055418 -2.135739 0.3 0.0 -0.2
H 2.601136 0.957727 -2.706390 0.1 -0.2 0.2
H 3.417808 -0.628168 -2.769951 0.1 0.1 0.0
H 3.461544 0.333459 -1.274529 -0.1 0.0 -0.1
C 0.563024 -1.301841 -3.130114 0.0 0.1 -0.1
H -0.343568 -1.883488 -2.933115 0.1 0.1 -0.1
H 1.276916 -1.913791 -3.694085 -0.2 0.1 0.0
H 0.293007 -0.420850 -3.723088 0.0 -0.2 0.1
Be -0.246025 0.400089 -0.048273 1.0 1.0 -1.4
C 2.478285 -7.001345 -0.255078 -0.4 0.1 0.3
C 3.295312 -6.389871 0.599683 -0.1 -0.1 0.2
C 4.778361 -6.217855 0.483830 0.4 0.1 -0.3
C 5.383406 -6.340762 -0.935496 0.5 -0.2 0.4
C 4.827604 -5.378261 -1.943208 0.0 0.4 -0.3
C 3.742336 -5.506118 -2.706111 0.3 0.1 -0.1
C 2.810586 -6.674976 -2.781341 -0.3 -0.4 0.2
C 2.808052 -7.640880 -1.572043 -0.2 -0.4 -0.5
C 0.164040 1.692036 -1.278584 -1.0 0.2 -0.3
H 1.419204 -7.085847 0.020507 0.3 0.2 0.0
H 2.874473 -6.010618 1.538245 0.0 -0.1 -0.3
H 5.280895 -6.954760 1.130634 -0.1 0.1 -0.1
H 5.062018 -5.236068 0.889093 -0.1 -0.1 0.0
H 6.460878 -6.124387 -0.840134 -0.3 -0.1 0.0
H 5.325361 -7.380940 -1.267172 0.1 0.3 0.0
H 5.430618 -4.469214 -2.060304 -0.4 -0.2 0.0
H 3.513551 -4.705301 -3.418074 0.1 -0.1 0.3
H 3.040087 -7.263292 -3.684217 0.0 0.1 0.1
H 1.783105 -6.311492 -2.926861 0.2 0.0 0.0
H 2.028587 -8.395516 -1.770966 0.3 0.2 0.0
H 3.749375 -8.196291 -1.548063 -0.3 0.1 0.1
H -0.808628 2.165349 -1.525912 0.3 0.0 0.0
H 0.689924 1.627916 -2.240655 -0.2 -0.4 0.0
H 0.729822 2.476589 -0.786159 0.1 0.3 0.5
S -2.487949 3.590848 1.320172 -0.2 0.4 0.2
C -1.753506 2.208093 1.132567 1.5 -2.8 -0.5
N -1.178349 1.153472 0.958783 -1.9 2.2 1.3
```
Positions in Å, forces in eV/Å.

The calculation puts the HOMO energy at -0.255 hartree. The calculation puts the molar mass at 340.46 g mol⁻¹. The value obtained for the energy above the lowest of the compared OMol25 structures with the same formula, charge and spin is 0.0 kcal per mole. The value obtained for the max |F| is 3.24 eV/Å.

Atomic partial charges in e from the natural (NBO) method, atoms 1 to 4: 0.830 0.783 -0.745 -0.703

A molecular structure, C16H31Br10IO4. Source: the Open Molecules 2025 dataset; level of theory: ωB97M-V/def2-TZVPD.

XYZ file:
```
62
Properties=species:S:1:pos:R:3:forces:R:3
C -1.744640 2.201971 2.310599 -0.3 0.1 0.4
O -1.984079 1.025356 3.103612 0.7 0.6 -2.4
C -2.220895 -0.065558 2.186670 1.2 -0.7 0.2
C -1.191750 -1.231031 2.418929 -0.4 0.7 -0.9
C -0.571239 -1.736849 1.077476 0.0 -0.3 1.0
C 0.615134 -0.881408 0.592756 -0.2 -1.1 1.0
O 0.277054 0.448101 0.144037 0.8 -0.2 -0.6
C -0.353861 0.462128 -1.039292 1.1 0.8 -0.7
O -1.432083 0.053863 -1.246984 -2.0 -1.2 0.1
O 0.350637 1.056359 -2.078910 0.0 0.9 1.0
I -0.489691 2.883193 -2.346413 0.4 -0.4 -0.2
H -2.627751 2.367747 1.666305 0.4 0.2 0.1
H -0.841062 2.103164 1.686223 -0.3 0.1 0.2
H -1.643491 3.049889 3.004040 0.0 -0.3 -0.2
H -2.059224 0.303689 1.165673 -0.4 -0.2 0.2
H -3.243392 -0.450534 2.295843 0.4 0.2 -0.1
H -1.709358 -2.069424 2.909533 0.4 0.3 0.0
H -0.382538 -0.821839 3.045236 -0.4 -0.4 0.1
H -1.354306 -1.903175 0.325376 0.3 0.2 0.1
H -0.145429 -2.731708 1.317452 0.0 0.4 -0.4
H 1.272617 -0.739019 1.466792 -0.2 0.2 -0.4
H 1.210634 -1.454317 -0.138794 -0.3 0.6 -0.1
Br 2.572946 2.836668 -4.985226 0.0 0.0 0.0
C 1.505178 1.324054 -5.596890 0.2 -0.1 0.2
C 1.861873 0.943910 -7.006457 -0.2 0.0 -0.2
Br 1.096258 2.184384 -8.299447 0.1 0.0 0.0
H 0.462079 1.603354 -5.475121 0.0 0.0 -0.1
H 1.741028 0.511485 -4.910739 0.0 0.0 0.0
H 1.441493 -0.027048 -7.262040 0.0 0.0 0.1
H 2.933363 0.928736 -7.176894 -0.1 0.0 0.0
Br -5.098194 0.912461 3.020395 -2.1 0.5 -1.2
C -7.050210 0.833666 3.017888 0.2 0.3 -0.2
C -7.535912 -0.543292 3.380654 -0.2 -0.1 -0.2
Br -7.344527 -1.783123 1.890660 0.1 0.0 0.1
H -7.385175 1.158882 2.036584 -0.1 -0.1 0.1
H -7.366938 1.560187 3.764531 0.0 -0.1 0.0
H -8.601393 -0.528079 3.603076 0.0 0.0 0.0
H -6.999429 -0.975374 4.220995 0.0 0.1 0.0
Br 8.300754 0.931468 -5.708587 -0.1 0.0 -0.1
C 6.486301 1.438135 -5.212107 0.3 0.0 0.1
C 5.676176 0.241850 -4.795017 -0.4 0.0 -0.1
Br 5.103391 -0.809385 -6.333692 0.1 -0.1 0.1
H 6.061198 1.965144 -6.061300 -0.1 -0.1 0.0
H 6.600913 2.129571 -4.379110 -0.1 -0.1 0.0
H 4.754745 0.557173 -4.307320 0.1 0.1 0.0
H 6.217566 -0.432774 -4.138238 0.1 0.1 -0.1
Br 4.888633 1.487208 -1.216982 -0.1 0.0 0.0
C 5.112026 -0.154025 -0.195392 0.2 0.2 -0.1
C 5.291672 -1.343092 -1.101232 -0.2 -0.2 0.1
Br 3.600518 -1.898958 -1.892942 0.1 0.1 -0.1
H 4.247015 -0.239541 0.456160 0.0 -0.1 -0.1
H 6.003288 0.004016 0.409319 0.0 -0.1 0.0
H 5.639436 -2.206137 -0.536344 0.0 0.0 0.0
H 5.975847 -1.151897 -1.922532 0.0 0.1 0.1
Br -1.225806 -2.055824 6.998888 0.0 0.1 0.0
C -3.162243 -1.986151 6.802832 0.1 -0.3 0.0
C -3.559143 -1.551256 5.416288 -0.3 0.5 0.2
Br -3.334997 0.365170 5.166048 0.9 -1.2 2.9
H -3.535109 -1.324472 7.578614 0.0 0.0 -0.1
H -3.503945 -3.001571 7.000141 0.0 0.0 0.0
H -4.620818 -1.737300 5.247881 0.0 -0.1 0.0
H -2.981145 -2.038824 4.636499 0.0 0.0 0.1
```
Positions in Å, forces in eV/Å.

The calculation puts the HOMO energy at -0.314 hartree. The calculation puts the molar mass at 1213.36 g mol⁻¹. The value obtained for the max |F| is 3.22 eV/Å.

Atomic partial charges in e from the natural (NBO) method, atoms 1 to 4: -0.262 -0.576 -0.098 -0.424